No. 1
Entry from the Open Molecules 2025 dataset: 12 unconnected molecules or ions with the total composition C5H33NO13 in a non-equilibrium geometry (ωB97M-V/def2-TZVPD).

Last column: Löwdin charge in e.
Geometry (Å):
C1 -1.37 -0.22 2.31  -0.001
C2 -1.68 -0.31 0.86  -0.520
O1 -2.72 -0.72 0.36  0.047
N1 -0.63 0.03 0.03  0.098
C3 -0.74 -0.32 -1.39  -0.331
C4 -0.48 -1.80 -1.59  -0.017
C5 0.28 0.55 -2.13  -0.228
O2 -0.04 1.92 -2.23  -0.056
H1 -2.24 -0.17 2.96  0.090
H2 -0.83 0.69 2.59  0.086
H3 -0.79 -1.04 2.72  0.064
H4 0.24 0.45 0.33  0.122
H5 -1.70 -0.07 -1.83  0.124
H6 -1.14 -2.22 -2.35  0.091
H7 -0.58 -2.36 -0.66  0.079
H8 0.55 -2.00 -1.92  0.052
H9 0.41 0.20 -3.16  0.128
H10 1.26 0.55 -1.62  0.123
H11 0.00 2.45 -1.43  0.065
O3 -4.34 1.52 -0.76  -0.047
H12 -4.31 0.60 -0.49  0.033
H13 -3.73 1.77 -1.45  0.018
O4 3.08 0.32 2.59  -0.067
H14 2.66 1.18 2.42  0.003
H15 3.81 0.41 3.21  0.048
O5 1.89 2.74 1.84  -0.082
H16 1.02 3.11 1.54  0.010
H17 2.45 2.89 1.05  0.061
O6 -2.42 1.19 -4.08  -0.043
H18 -2.36 2.04 -3.61  0.039
H19 -1.61 0.71 -3.95  -0.002
O7 0.00 -4.33 2.57  -0.077
H20 -0.03 -3.37 2.48  -0.002
H21 0.83 -4.47 2.10  -0.009
O8 3.42 -2.33 -1.45  -0.043
H22 4.09 -1.91 -1.99  0.059
H23 2.50 -2.20 -1.75  0.031
O9 1.17 -1.40 1.68  -0.070
H24 1.70 -1.41 2.49  0.054
H25 1.85 -1.53 1.00  0.031
O10 1.49 -4.20 0.30  -0.046
H26 2.22 -3.92 -0.25  0.014
H27 0.73 -4.38 -0.28  0.067
O11 -0.12 3.99 0.57  -0.084
H28 -0.61 4.80 0.78  0.073
H29 -0.95 3.50 0.32  0.016
O12 4.06 0.23 -0.47  -0.068
H30 3.65 -0.66 -0.41  -0.011
H31 4.21 0.59 0.40  0.008
O13 -2.60 2.95 0.51  -0.059
H32 -3.22 2.46 1.09  0.085
H33 -3.07 3.22 -0.28  0.045

Output
LUMO = 0.0009 Ha
Gap between HOMO and LUMO = 9.8 eV
HOMO = -9.80 eV


No. 2
Entry from the Open Molecules 2025 dataset: 12 unconnected molecules or ions with the total composition C5H33NO13 in a non-equilibrium geometry (ωB97M-V/def2-TZVPD).

Last column: Löwdin charge in e.
Geometry (Å):
C1 -0.60 -0.11 0.20  -0.011
C2 -0.27 -1.30 -0.49  -0.352
N1 -0.85 -2.63 0.00  0.048
C3 -0.12 -3.84 -0.28  -0.001
C4 -2.32 -2.76 -0.43  -0.066
C5 -3.25 -1.69 -0.02  -0.249
O1 -3.86 -0.97 -1.05  -0.042
O2 0.56 -1.30 -1.38  0.160
H1 -1.55 0.47 -0.18  0.128
H2 0.03 0.86 0.14  0.143
H3 -0.74 -0.17 1.28  0.072
H4 0.97 -3.62 -0.02  0.143
H5 -0.62 -4.72 0.20  0.138
H6 -0.36 -4.10 -1.33  0.144
H7 -2.36 -2.95 -1.51  0.167
H8 -2.45 -3.71 0.06  0.124
H9 -4.10 -2.26 0.49  0.159
H10 -2.80 -0.90 0.65  0.127
H11 -3.38 -0.20 -1.34  -0.034
H12 0.63 0.44 -3.03  0.018
H13 -0.42 1.48 -3.29  0.059
O3 0.48 1.22 -3.55  -0.015
H14 -2.26 1.91 -1.49  0.031
H15 -3.20 1.21 -2.56  0.104
O4 -2.63 1.03 -1.79  -0.082
H16 1.17 2.41 -2.46  0.002
H17 1.92 3.67 -2.00  0.090
O5 1.29 2.99 -1.70  -0.060
H18 0.26 0.41 3.03  0.040
H19 1.48 1.32 2.57  0.056
O6 0.52 1.37 2.96  -0.096
H20 -0.48 2.08 2.11  0.023
H21 -1.62 3.10 2.22  0.036
O7 -0.94 2.90 1.58  -0.135
H22 3.54 0.94 2.76  0.081
H23 3.04 1.59 1.51  0.082
O8 2.91 0.68 2.07  -0.129
H24 2.02 -1.55 1.53  -0.045
H25 3.46 -1.30 1.75  0.033
O9 2.87 -1.83 1.23  -0.058
H26 2.28 -0.32 -1.78  0.037
H27 3.16 -0.64 -0.44  0.008
O10 3.15 -0.27 -1.32  -0.033
H28 0.95 -1.82 3.48  0.107
H29 0.08 -2.13 2.17  0.083
O11 0.63 -1.44 2.64  -0.058
H30 2.97 1.31 -0.57  0.012
H31 2.18 2.55 -0.11  0.032
O12 2.99 2.05 0.05  -0.048
H32 -1.66 3.33 -0.15  0.027
H33 -0.89 3.76 -1.31  0.053
O13 -1.79 3.44 -1.11  -0.054

Output
Multiplicity = 2
LUMO (spin up / spin down) = -0.1477 / -0.3064 Ha
Gap between HOMO and LUMO (spin up / spin down) = 9.6 / 5.3 eV
Total charge = +1
HOMO (spin up / spin down) = -13.64 / -13.64 eV


No. 3
Entry from the Open Molecules 2025 dataset: 12 unconnected molecules or ions with the total composition C5H33O13 in a non-equilibrium geometry (ωB97M-V/def2-TZVPD).

Last column: Löwdin charge in e.
Geometry (Å):
C1 -1.04 1.63 1.17  -0.225
O1 -2.30 1.22 0.60  -0.122
C2 -0.08 2.07 0.05  -0.201
C3 1.38 2.35 0.45  -0.188
C4 2.54 1.43 0.02  -0.158
C5 2.35 0.76 -1.37  -0.164
O2 2.27 -0.71 -1.16  -0.169
H1 -1.31 2.57 1.79  0.143
H2 -0.64 0.67 1.72  0.119
H3 -2.50 0.34 0.94  0.053
H4 -0.26 1.28 -0.69  0.077
H5 -0.47 2.91 -0.58  0.101
H6 1.45 3.39 0.01  0.115
H7 1.43 2.42 1.56  0.111
H8 2.72 0.54 0.75  0.129
H9 3.43 2.10 0.19  0.115
H10 3.17 0.91 -2.00  0.090
H11 1.37 0.99 -1.85  0.102
H12 -2.58 -1.86 -2.02  -0.014
H13 -1.80 -2.95 -1.33  0.001
O3 -2.69 -2.75 -1.70  -0.069
H14 3.92 -1.14 -1.10  -0.076
H15 4.79 -2.27 -0.96  0.058
O4 4.83 -1.29 -1.06  -0.068
H16 0.29 -2.58 -1.09  0.010
H17 -0.88 -3.30 0.35  -0.016
O5 -0.75 -2.41 0.20  -0.294
H18 0.44 -1.97 1.09  0.044
H19 1.64 -1.07 0.58  -0.050
O6 1.35 -1.47 1.37  -0.132
H20 -1.63 -1.12 2.80  -0.004
H21 -1.41 -1.78 1.33  0.049
O7 -2.11 -1.19 1.98  -0.156
H22 -2.80 2.82 -2.79  0.130
H23 -2.24 2.58 -1.36  0.023
O8 -1.89 2.77 -2.26  -0.115
H24 -0.17 -2.00 -2.37  0.050
H25 1.63 -1.19 -1.76  0.065
O9 0.59 -2.60 -2.05  -0.122
H26 -2.71 0.56 -0.89  0.001
H27 -3.74 -0.34 -1.63  0.009
O10 -3.15 0.35 -1.73  -0.033
H28 -1.42 0.44 3.20  -0.039
H29 -0.42 0.68 4.21  0.011
O11 -1.18 1.10 3.83  -0.047
H30 -1.35 -0.04 -1.93  -0.007
H31 -1.05 1.06 -2.76  -0.018
O12 -0.72 0.20 -2.61  -0.052
H32 1.32 -2.11 3.75  -0.003
H33 1.26 -0.77 3.10  0.052
O13 1.10 -1.23 4.01  -0.118

Output
LUMO = 0.0997 Ha
Gap between HOMO and LUMO = 9.8 eV
Total charge = -1
HOMO = -7.14 eV


No. 4
Entry from the Open Molecules 2025 dataset: 13 unconnected molecules or ions with the total composition C5H33O14S in a non-equilibrium geometry (ωB97M-V/def2-TZVPD).

Last column: Löwdin charge in e.
Geometry (Å):
O1 -3.08 -2.72 -0.82  -0.075
C1 -1.85 -2.78 -1.15  -0.643
O2 -1.32 -2.61 -2.26  -0.034
C2 -0.86 -3.19 0.00  -0.142
C3 0.60 -3.33 -0.35  -0.293
C4 1.25 -2.10 -0.86  -0.487
S1 1.14 -0.60 0.15  0.896
C5 -0.05 0.45 -0.60  -0.439
H1 -1.00 -2.44 0.75  0.047
H2 -1.19 -4.22 0.22  0.124
H3 1.13 -3.73 0.53  0.103
H4 0.67 -4.21 -1.06  0.133
H5 0.91 -1.95 -1.91  0.091
H6 2.35 -2.23 -0.97  0.070
H7 0.49 1.27 -1.10  -0.003
H8 -0.96 0.87 -0.06  0.063
H9 -0.75 0.02 -1.37  0.044
H10 3.85 2.17 0.74  0.035
H11 3.23 3.50 1.55  0.024
O3 3.58 3.14 0.73  -0.111
H12 3.75 0.12 0.58  -0.023
H13 3.64 0.12 2.09  -0.002
O4 4.10 0.56 1.33  -0.090
H14 -2.82 -0.28 0.90  0.006
H15 -2.80 -1.80 1.21  0.012
O5 -2.75 -0.94 1.68  -0.127
H16 -2.72 2.04 -2.60  0.034
H17 -2.75 0.85 -3.73  -0.007
O6 -2.60 1.81 -3.52  -0.113
H18 -4.43 0.24 0.01  0.077
H19 -3.70 -0.89 -0.64  0.020
O7 -3.60 0.07 -0.46  -0.062
H20 -0.55 -1.16 2.70  0.004
H21 -0.15 -2.71 2.74  0.031
O8 -0.03 -1.84 3.12  -0.067
H22 1.37 3.81 -1.51  0.022
H23 2.51 4.08 -0.60  0.013
O9 1.69 4.49 -0.91  -0.071
H24 0.41 2.04 4.32  0.038
H25 1.35 2.70 3.29  -0.008
O10 1.28 2.43 4.23  -0.076
H26 -2.25 -1.46 -3.15  0.039
H27 -3.69 -1.10 -2.88  0.049
O11 -2.91 -0.71 -3.29  -0.095
H28 -0.57 1.10 -3.35  0.051
H29 -0.29 2.52 -3.69  0.028
O12 0.01 1.85 -3.07  -0.107
H30 1.32 4.14 1.59  0.070
H31 0.95 3.11 0.65  0.052
O13 1.25 3.17 1.59  -0.090
H32 2.54 0.43 3.96  0.039
H33 1.73 -0.58 3.02  0.016
O14 2.62 -0.27 3.30  -0.064

Output
LUMO = 0.0945 Ha
Gap between HOMO and LUMO = 8.5 eV
Total charge = -1
HOMO = -5.89 eV


E
In order: -33828.599, -33818.306, -32338.642, -45223.827
Unit: eV
Relative energy (zero: lowest compared OMol25 entry of this formula, charge and spin)
In order: 239.1, 150.2, 103.1, 127.0
Unit: kJ/mol